Molecular formula: C11H12ClN2
Method: DFT, ωB97M-V with the def2-TZVPD basis set

The geometry in XYZ format:
```
26
Properties=species:S:1:pos:R:3:forces:R:3
C 1.396 -2.842 -0.347 0.922 2.519 -2.663
C 0.871 -4.052 -0.193 -1.048 -4.121 2.138
C -0.076 -1.951 1.306 0.647 2.613 -1.449
C 0.849 -1.731 0.272 -0.219 2.249 1.271
C -0.041 -4.212 0.945 1.779 1.731 -1.641
C 0.801 2.266 -0.494 2.005 1.429 -0.667
C -0.368 2.697 -1.426 0.478 -1.505 -0.588
C 1.354 -0.310 -0.028 -1.598 -0.354 0.641
C 0.664 0.845 -0.098 -0.604 -0.342 0.299
C -1.728 2.527 -0.683 0.921 -1.591 0.270
C -1.813 1.319 0.203 -0.529 -0.893 -0.937
N -0.433 -3.143 1.628 -1.303 -2.899 0.854
N -1.709 2.663 0.779 -3.452 0.985 0.685
Cl -0.496 -5.768 1.456 -0.232 -0.082 0.049
H 2.081 -2.634 -1.195 -0.127 -0.398 0.751
H 1.270 -4.973 -0.731 -0.784 1.438 0.715
H -0.546 -1.063 1.806 0.490 -1.072 -0.163
H 1.871 2.520 -0.889 -1.959 -0.813 -0.107
H 0.812 3.074 0.249 -0.014 -0.644 0.973
H -0.155 3.758 -1.686 -0.502 -0.979 -0.648
H -0.394 1.833 -2.240 -0.179 2.508 0.942
H 2.428 -0.279 -0.073 0.468 0.380 -0.558
H -0.577 0.768 0.023 0.618 -0.878 0.408
H -2.693 2.694 -1.105 -0.255 0.581 -0.666
H -0.875 2.958 1.118 3.414 1.031 1.477
H -2.493 3.039 1.404 1.061 -0.896 -1.386
```
Forces are in eV/Å.

Output
Gap between HOMO and LUMO: 6.61 eV
Charge: +1
HOMO energy: -0.436 hartree
ΔE to the lowest compared entry with this formula, charge and spin: 109.81 kcal per mole
Strongest force on any atom: 0.0926 hartree/bohr

***

Molecular formula: C11H12F5N2O3Pd
Method: DFT, ωB97M-V with the def2-TZVPD basis set

The geometry in XYZ format:
```
34
Properties=species:S:1:pos:R:3:forces:R:3
Pd -0.219 0.276 0.547 0.095 0.122 0.004
C 2.292 -1.732 -1.048 0.017 -0.018 -0.019
O 1.647 -2.652 -0.164 0.051 -0.068 -0.055
C 0.301 -2.685 -0.289 0.144 0.162 0.069
O -0.304 -2.106 -1.156 -0.146 -0.161 0.025
N -0.202 -3.495 0.702 -0.073 -0.012 -0.026
N -1.570 -3.354 0.995 -0.030 -0.050 -0.083
H 3.351 -1.794 -0.811 0.016 -0.003 -0.003
H 1.925 -0.720 -0.876 -0.011 0.019 0.012
H 2.115 -2.010 -2.087 0.004 0.006 0.003
H 0.421 -3.531 1.499 -0.013 -0.016 -0.037
H -1.681 -2.674 1.744 0.049 -0.039 0.021
H -1.921 -4.254 1.289 -0.005 0.003 -0.002
C -2.333 -0.399 2.778 -0.044 0.101 0.033
O -1.158 -1.142 3.032 0.041 0.006 0.022
C -0.043 -0.687 2.308 -0.039 0.053 -0.009
C 1.180 -1.295 2.911 -0.010 0.005 0.021
H -3.118 -0.809 3.416 -0.010 0.008 0.002
H -2.632 -0.477 1.727 -0.007 -0.009 -0.020
H -2.180 0.662 3.002 -0.009 -0.068 -0.005
H 1.338 -0.929 3.936 0.027 -0.002 -0.017
H 2.064 -1.056 2.318 -0.025 0.022 0.011
H 1.123 -2.396 2.998 0.006 -0.004 0.021
F -1.935 3.004 1.063 0.008 0.011 0.001
C -0.725 3.333 0.539 -0.048 0.081 -0.001
C 0.166 2.351 0.169 -0.039 -0.143 0.007
C 1.350 2.822 -0.352 0.128 -0.029 0.000
F 2.320 1.954 -0.760 -0.053 0.036 0.015
C 1.663 4.164 -0.493 -0.032 0.037 0.027
F 2.849 4.571 -0.990 -0.031 0.004 -0.015
C 0.732 5.110 -0.102 -0.003 -0.052 -0.005
F 1.002 6.423 -0.223 0.006 -0.006 -0.002
C -0.479 4.690 0.418 0.008 0.033 0.027
F -1.384 5.616 0.801 0.029 -0.027 -0.024
```
Forces are in eV/Å.

Output
Expectation value of S²: 2.01
Gap between HOMO and LUMO (alpha / beta): 5.73 / 7.55 eV
Charge: -1
HOMO energy (alpha / beta): -0.090 / -0.162 hartree
Spin multiplicity: 3
ΔE to the lowest compared entry with this formula, charge and spin: 0.00 kcal per mole
Strongest force on any atom: 0.0044 hartree/bohr